A:
Density functional theory data (the ωB97M-V functional and the def2-TZVPD basis) for a gas-phase ion, C6H12NS (charge +1).

Element x y z (Å)
C: 0.488 0.004 -0.884
C: 0.442 1.330 -1.174
C: -1.034 -0.109 0.993
C: 0.874 1.753 -2.553
C: -1.007 0.037 2.449
C: 0.125 -2.102 0.234
N: 0.167 -0.605 0.446
S: -0.104 2.598 -0.149
H: 1.007 -0.660 -1.505
H: -1.988 -0.174 0.435
H: 1.511 0.975 -2.951
H: 1.371 2.681 -2.386
H: -0.044 1.929 -3.189
H: -1.496 0.944 2.907
H: 0.047 0.108 2.648
H: -1.410 -0.866 3.039
H: 0.096 -2.224 -0.850
H: 0.952 -2.674 0.724
H: -0.844 -2.480 0.577
H: 0.846 -0.467 1.188

Gap between HOMO and LUMO (spin up / spin down) ... 5.8484 / 5.8447 eV
Multiplicity ... 1
LUMO energy (spin up / spin down) ... -6.60 / -6.60 eV
Charge ... +1

B:
Density functional theory data (the ωB97M-V functional and the def2-TZVPD basis) for 2 unconnected molecules or ions with the total composition C6H12NS.

Element x y z (Å)
C: 0.562 1.927 -1.142
C: -0.714 1.584 -0.348
C: -0.024 -2.229 1.061
C: -1.372 -1.840 0.342
C: 0.590 0.880 -0.084
C: -0.129 -2.023 -0.334
N: 1.421 1.104 1.115
S: 0.563 -2.528 -1.779
H: 0.736 1.854 -2.159
H: 1.162 2.903 -0.887
H: -1.139 2.366 0.374
H: -1.305 0.785 -0.887
H: 0.682 -1.538 1.748
H: -0.190 -3.261 1.478
H: -2.057 -2.670 0.512
H: -1.746 -0.854 0.468
H: 2.393 0.712 0.954
H: 0.932 0.281 1.759
H: 1.353 2.006 1.426
H: -0.488 -2.287 -2.438

Gap between HOMO and LUMO (spin up / spin down) ... 5.7881 / 8.5469 eV
Multiplicity ... 1
LUMO energy (spin up / spin down) ... -5.05 / -4.09 eV
Charge ... +1

Verdict on stability: A comes out on top.

A:
Density functional theory data (the ωB97M-V functional and the def2-TZVPD basis) for 2 unconnected molecules or ions with the total composition C6H15NSi.

Element x y z (Å)
C: -2.780 -0.700 0.085
C: -3.264 0.727 0.446
C: -2.104 0.495 -0.440
C: 2.690 -0.419 1.303
C: 1.817 1.472 -0.959
C: 0.719 -1.470 -1.037
N: -0.081 0.240 1.303
Si: 1.206 -0.010 0.206
H: -2.383 -1.460 0.665
H: -3.477 -1.319 -0.680
H: -4.108 1.176 -0.067
H: -3.165 1.017 1.398
H: -1.261 0.861 -0.955
H: 3.522 -1.034 0.735
H: 3.042 0.389 1.881
H: 2.526 -1.150 2.191
H: 2.797 1.831 -0.629
H: 2.131 1.113 -1.862
H: 1.042 2.189 -1.087
H: -0.144 -1.133 -1.618
H: 1.545 -1.580 -1.703
H: 0.365 -2.318 -0.393
H: -0.635 1.082 1.217

Gap between HOMO and LUMO (spin up / spin down) ... 9.7491 / 7.2583 eV
Multiplicity ... 1
LUMO energy (spin up / spin down) ... 0.18 / -0.96 eV

B:
Density functional theory data (the ωB97M-V functional and the def2-TZVPD basis) for 2 unconnected molecules or ions with the total composition C6H15NSi.

Element x y z (Å)
C: 0.621 3.712 -0.309
C: 0.316 3.224 1.104
C: 0.143 2.389 -0.175
C: -1.457 -3.921 0.888
C: 0.703 -1.169 1.133
C: 0.368 -2.848 -1.544
N: -1.035 1.990 -0.878
Si: -0.078 -2.610 0.340
H: -0.012 4.539 -0.614
H: 1.642 3.821 -0.561
H: 1.160 2.948 1.685
H: -0.509 3.647 1.544
H: 0.990 1.756 -0.430
H: -0.611 -4.716 1.097
H: -1.950 -3.660 1.857
H: -2.240 -4.324 0.189
H: 1.788 -0.962 1.007
H: -1.328 1.134 -0.507
H: 0.334 -0.759 2.094
H: 0.630 -3.952 -1.829
H: -0.433 -2.587 -2.319
H: 1.205 -2.173 -1.744
H: -1.708 2.693 -0.761

Gap between HOMO and LUMO ... 8.4781 eV
Multiplicity ... 1
LUMO energy ... 0.52 eV
SMILES ... C=[Si](C)C.NC1CC1

Verdict on stability: B comes out on top.

A:
Density functional theory data (the ωB97M-V functional and the def2-TZVPD basis) for a single C11H11N molecule.

Element x y z (Å)
C: 2.862 -0.091 0.311
C: -0.302 1.343 -1.614
C: 0.486 0.266 -1.612
C: 0.994 1.350 1.089
C: 1.538 0.296 0.462
C: -1.145 1.364 -0.420
C: -0.453 1.361 0.980
C: 0.325 -0.516 -0.341
C: -0.919 0.080 0.330
C: 0.505 -2.011 -0.420
C: -1.994 -0.782 0.926
N: 3.940 -0.471 0.190
H: -0.337 2.114 -2.366
H: 1.232 0.007 -2.344
H: 1.541 2.111 1.619
H: -2.100 1.866 -0.438
H: -1.024 1.858 1.751
H: 0.527 -2.468 0.567
H: 1.442 -2.242 -0.923
H: -0.315 -2.441 -0.995
H: -1.563 -1.511 1.610
H: -2.541 -1.317 0.152
H: -2.697 -0.168 1.486

Gap between HOMO and LUMO ... 9.7385 eV
Multiplicity ... 1
LUMO energy ... 0.62 eV
SMILES ... C[C@]12[C@@H]3C=C[C@@]1(C)C(C#N)=C[C@@H]32

B:
Density functional theory data (the ωB97M-V functional and the def2-TZVPD basis) for 2 unconnected molecules or ions with the total composition C11H11N.

Element x y z (Å)
C: -1.147 0.279 -0.317
C: -2.142 0.385 0.754
C: -2.689 1.642 1.201
C: -2.377 2.732 0.353
C: -1.308 2.641 -0.600
C: 1.267 -1.299 -1.481
C: 1.691 -2.527 -0.973
C: 2.232 -2.625 0.312
C: 2.333 -1.465 1.057
C: 1.911 -0.244 0.560
C: 1.426 -0.136 -0.713
H: -0.622 -0.516 -0.583
H: -2.685 -0.508 1.101
H: -3.504 1.513 1.962
H: -3.137 3.544 0.466
H: -1.119 3.537 -1.244
H: 0.705 -1.247 -2.448
H: 1.490 -3.431 -1.583
H: 2.561 -3.592 0.712
H: 2.748 -1.593 2.069
H: 1.993 0.604 1.253
H: 1.106 0.792 -1.129
N: -0.732 1.513 -0.728

Gap between HOMO and LUMO ... 9.5639 eV
Multiplicity ... 1
LUMO energy ... 0.65 eV
SMILES ... c1ccccc1.c1ccncc1

Verdict on stability: A comes out on top.

A:
Density functional theory data (the ωB97M-V functional and the def2-TZVPD basis) for a molecular structure, C4H9N3O2.

Element x y z (Å)
C: -0.370 0.261 1.880
C: 1.806 0.167 -1.492
N: -1.606 0.721 -0.268
C: -0.904 1.443 0.694
C: 0.388 -0.130 -1.086
N: -0.049 -1.413 -1.214
O: -1.063 -0.988 1.796
N: -0.419 0.934 -1.043
O: -0.822 2.621 0.978
H: -1.215 -1.300 2.700
H: -1.765 -0.252 0.005
H: 0.599 -2.109 -1.557
H: -1.050 -1.560 -1.258
H: 0.712 0.105 1.920
H: -0.694 0.785 2.781
H: 1.858 0.219 -2.583
H: 2.474 -0.634 -1.168
H: 2.118 1.130 -1.083

Gap between HOMO and LUMO ... 8.9747 eV
Multiplicity ... 1
LUMO energy ... 0.48 eV

B:
Density functional theory data (the ωB97M-V functional and the def2-TZVPD basis) for a single C4H9N3O2 molecule.

Element x y z (Å)
C: -1.430 1.604 0.627
C: 1.979 0.171 -0.622
N: 0.329 0.213 1.390
C: -0.188 -1.069 -1.155
C: 0.788 -0.567 -0.078
N: -1.101 -1.925 -0.658
O: -1.110 0.489 1.450
N: 0.695 -1.094 1.200
O: -0.098 -0.720 -2.322
H: 0.734 0.733 2.172
H: -1.080 -2.124 0.333
H: -1.763 -2.367 -1.272
H: -1.215 1.398 -0.426
H: -2.500 1.765 0.754
H: -0.888 2.505 0.937
H: 2.542 -0.532 -1.245
H: 1.687 0.997 -1.271
H: 2.618 0.522 0.185

Gap between HOMO and LUMO ... 8.7458 eV
Multiplicity ... 1
LUMO energy ... 0.18 eV

Verdict on stability: A comes out on top.